The following is a DFT calculation (ωB97M-V/def2-TZVPD) of a molecular structure, C30H41BrN4O2RuS2.

Geometry as XYZ:
```
81
Properties=species:S:1:pos:R:3:forces:R:3:lowdin_spin:R:1
Ru 1.255391 -0.905337 -1.707331 0.213 -0.047 0.161 0.755
C -3.051927 1.140399 -4.869215 -0.007 0.002 0.015 0.000
C -3.104724 0.830405 -3.380832 -0.001 0.001 -0.027 0.001
N -2.181673 1.658455 -2.602800 -0.005 0.030 -0.036 -0.001
C -2.712447 2.949087 -2.134748 0.002 0.005 -0.004 0.000
C -3.276142 2.873217 -0.725803 0.003 -0.021 -0.006 0.000
C -0.938305 1.292965 -2.312704 0.004 -0.075 0.143 0.007
S -0.319066 -0.136394 -3.101927 -0.132 0.017 -0.196 0.042
N -0.270091 2.101161 -1.486573 -0.008 -0.030 -0.044 0.009
C 0.910671 1.905184 -0.944353 -0.074 0.041 0.000 -0.002
O 1.643642 0.857674 -0.952659 0.095 -0.011 -0.017 0.004
C 1.481519 3.034554 -0.164783 0.021 0.008 0.010 -0.001
C 2.754123 2.920418 0.392611 -0.003 0.007 -0.003 0.000
C 3.286769 3.969233 1.122469 0.000 0.000 0.004 0.000
C 2.552439 5.133480 1.304216 0.001 -0.002 -0.001 0.000
C 1.283205 5.249441 0.754084 -0.001 0.000 0.003 0.000
C 0.747899 4.204184 0.020918 0.002 0.004 -0.002 -0.001
H -3.777002 0.527294 -5.404042 0.000 0.002 0.000 0.000
H -2.060966 0.933483 -5.273006 0.005 -0.005 -0.003 0.000
H -3.287911 2.187767 -5.060612 0.001 -0.001 -0.004 0.000
H -2.880718 -0.217750 -3.188059 0.008 0.013 -0.001 0.001
H -4.102221 1.025094 -2.985329 -0.003 0.002 0.010 0.000
H -3.487978 3.234177 -2.846041 0.001 0.006 -0.001 0.000
H -1.915191 3.685656 -2.194292 0.007 -0.004 0.004 0.000
H -4.060745 2.118586 -0.654482 -0.002 -0.004 0.006 0.000
H -3.706136 3.835059 -0.446167 -0.003 0.001 -0.007 0.000
H -2.490043 2.624516 -0.013897 0.004 -0.002 0.005 0.000
H 3.319562 2.010740 0.248078 0.000 0.000 0.002 0.000
H 4.276123 3.879827 1.550646 0.001 0.000 0.000 0.000
H 2.970080 5.951789 1.875939 0.000 0.001 0.000 0.000
H 0.710379 6.155760 0.897787 0.000 0.000 0.001 0.000
H -0.240459 4.281209 -0.408838 0.001 0.001 0.000 0.000
C 0.523535 -0.270556 5.831742 -0.001 0.003 0.000 0.000
C 1.019259 -1.586465 5.216533 0.000 -0.014 0.003 0.001
C 0.240541 -2.761912 5.824090 0.007 0.006 -0.002 0.000
C 2.498110 -1.755618 5.563943 -0.005 0.001 -0.001 0.000
C 0.787602 -1.556312 3.707390 0.017 0.007 0.005 0.004
C 1.819847 -1.666806 2.787909 -0.007 0.010 0.012 -0.001
C 1.503765 -1.632091 1.447091 -0.025 0.009 -0.034 0.006
Br 2.900050 -1.815755 0.157588 0.024 0.045 -0.045 -0.003
C 0.217360 -1.490600 0.932323 0.017 -0.066 -0.006 0.005
O 0.014370 -1.554753 -0.399345 -0.072 0.025 0.044 0.112
C -0.838211 -1.358288 1.855409 -0.011 -0.020 -0.007 0.006
C -0.503566 -1.407773 3.204931 -0.003 -0.004 -0.002 -0.001
C -2.324947 -1.239060 1.483639 0.001 0.028 0.015 0.000
C -2.581543 -0.796382 0.040185 -0.018 0.012 -0.021 0.002
C -3.006766 -0.194025 2.383051 -0.003 -0.009 -0.004 0.000
C -2.984173 -2.607377 1.702592 0.013 -0.015 0.008 0.000
H 0.685169 -0.278870 6.911184 -0.001 0.001 0.000 0.000
H -0.542049 -0.117745 5.655493 0.002 -0.001 -0.002 0.000
H 1.060978 0.581621 5.411650 0.000 0.001 0.000 0.000
H 0.396113 -2.794737 6.903905 -0.001 0.000 0.000 0.000
H 0.575984 -3.710495 5.401105 -0.001 0.000 0.001 0.000
H -0.831541 -2.672240 5.644925 -0.002 -0.001 0.002 0.000
H 2.615329 -1.772602 6.647978 0.001 -0.002 0.000 0.000
H 3.100740 -0.929514 5.180865 0.001 -0.001 -0.001 0.000
H 2.900765 -2.692779 5.174321 0.001 0.000 0.000 0.000
H 2.848828 -1.778751 3.095789 0.002 -0.002 -0.003 0.000
H -1.308887 -1.331264 3.921935 0.011 0.000 -0.001 0.000
H -2.059919 0.136540 -0.174681 0.022 0.037 -0.031 0.000
H -3.653352 -0.619139 -0.079867 0.000 -0.003 -0.002 0.000
H -2.270823 -1.540797 -0.688109 -0.002 -0.003 0.000 0.001
H -2.518266 0.778224 2.288022 -0.002 0.001 0.002 0.000
H -3.008642 -0.470984 3.436021 -0.016 0.000 -0.005 0.000
H -4.049377 -0.083786 2.079711 0.003 0.001 0.000 0.000
H -2.527779 -3.363916 1.061475 -0.001 -0.001 0.000 0.000
H -4.048973 -2.554482 1.465640 -0.001 0.001 -0.003 0.000
H -2.881814 -2.934701 2.738554 0.002 0.002 -0.001 0.000
C 1.751275 -0.961860 -6.086439 -0.057 0.039 -0.016 0.002
N 2.565877 -2.017733 -5.498471 0.054 0.030 0.024 0.002
C 2.899356 -3.209204 -6.116624 -0.043 0.011 0.010 0.000
C 3.712051 -3.884829 -5.278578 0.005 -0.006 0.019 0.001
N 3.857470 -3.090375 -4.163427 -0.044 -0.036 -0.014 0.001
C 3.156382 -1.950075 -4.295016 0.047 -0.051 0.002 0.005
S 3.174247 -0.652749 -3.160234 -0.067 0.022 0.010 0.041
H 1.607698 -1.188784 -7.138776 0.029 0.012 -0.005 0.000
H 2.261102 -0.007674 -5.976268 0.004 -0.012 0.009 0.001
H 0.786055 -0.907615 -5.590752 -0.019 0.000 0.027 0.001
H 2.527631 -3.464933 -7.092184 0.005 0.002 -0.003 0.000
H 4.190234 -4.841687 -5.377959 0.000 0.000 0.000 0.000
H 4.414847 -3.289629 -3.348516 0.005 0.003 0.000 0.000
```
Forces are in eV/Å.

Maximum force = 0.005 Eh/bohr
Total charge = +1
Energy relative to the best compared isomer or geometry (same formula, charge and spin) = 4.66 kcal/mol
Gap between HOMO and LUMO (spin up / spin down) = 7.198 / 6.903 eV
E_tot = -136122.521 eV
Spin multiplicity = 2

***

The following is a DFT calculation (ωB97M-V/def2-TZVPD) of 4 unconnected molecules or ions with the total composition C3H12O5 in a non-equilibrium geometry.

Geometry as XYZ:
```
20
Properties=species:S:1:pos:R:3:forces:R:3:lowdin_charge:R:1
C 0.766583 1.892772 1.880009 0.885 -0.964 -1.429 -0.062
C 0.690180 2.182972 0.362028 0.024 1.256 0.340 -0.164
C -0.379642 1.446077 -0.379331 0.368 -0.566 -1.089 -0.517
O -1.535461 1.739925 -0.484976 0.027 0.126 0.493 0.127
O 0.147491 0.360713 -1.037160 0.023 0.319 0.862 0.053
H 1.340786 2.683291 2.337352 -0.455 0.364 0.552 0.071
H 1.421102 1.020578 1.968032 -0.178 -0.179 0.269 0.066
H -0.191606 1.619117 2.300251 -0.139 0.542 0.346 0.080
H 0.591087 3.248544 0.160127 -0.842 0.169 0.313 0.117
H 1.654615 2.056328 -0.089737 0.542 -0.894 -0.247 0.104
H -0.593599 -0.193262 -1.342647 -0.430 0.075 -0.504 0.065
O 1.610399 -1.877033 0.104788 0.064 0.062 -0.068 -0.054
H 2.058212 -1.723925 -0.735541 0.006 -0.175 0.010 0.048
H 1.349575 -0.978497 0.342166 -0.168 -0.037 -0.028 0.012
O -1.349542 -3.051229 0.214591 0.826 0.256 -0.258 -0.056
H -1.002544 -2.653029 1.024527 -0.405 -0.020 0.093 0.052
H -0.525146 -3.049158 -0.301809 -0.043 -0.328 0.144 0.029
O -2.019371 -1.263884 -1.982372 0.329 0.941 0.227 -0.043
H -1.684417 -2.013246 -1.471516 -0.744 -0.387 -0.417 0.009
H -2.348703 -1.447055 -2.868782 0.310 -0.559 0.392 0.063
```
Forces are in eV/Å.

Maximum force = 0.038 Eh/bohr
Total charge = 0
Energy relative to the best compared isomer or geometry (same formula, charge and spin) = 7.09 kcal/mol
SMILES string = CCC(=O)O.O.O.O
Gap between HOMO and LUMO = 10.813 eV
E_tot = -13543.548 eV
Spin multiplicity = 1

***

The following is a DFT calculation (ωB97M-V/def2-TZVPD) of CH3NS in the gas phase in a non-equilibrium geometry.

Geometry as XYZ:
```
6
Properties=species:S:1:pos:R:3:forces:R:3:lowdin_charge:R:1
C -0.962222 0.188773 -0.033034 -3.910 2.404 -1.114 -0.247
N 0.032973 -0.505927 -0.290184 1.944 -0.922 0.849 -0.459
S 1.640042 0.204530 -0.183862 1.009 -2.357 1.580 0.542
H -2.031764 -0.221956 -0.147981 1.773 -0.312 0.239 0.083
H -1.157756 1.328459 0.037603 1.483 -1.370 0.439 0.086
H 2.478725 -0.993878 0.617458 -2.299 2.557 -1.994 -0.005
```
Forces are in eV/Å.

Maximum force = 0.092 Eh/bohr
Total charge = 0
Energy relative to the best compared isomer or geometry (same formula, charge and spin) = 58.23 kcal/mol
SMILES string = C=NS
Gap between HOMO and LUMO = 9.381 eV
E_tot = -13408.328 eV
Spin multiplicity = 1

***

The following is a DFT calculation (ωB97M-V/def2-TZVPD) of C2H3N3O in the gas phase in a non-equilibrium geometry.

Geometry as XYZ:
```
9
Properties=species:S:1:pos:R:3:forces:R:3:lowdin_charge:R:1
O 0.575433 1.269219 -1.368007 0.214 -0.229 -1.401 0.000
C -1.280635 0.578513 -0.144346 0.233 0.049 0.566 -0.142
N -1.272161 -0.054659 1.019459 -0.264 -0.235 -0.130 -0.003
N -0.100543 -0.781338 1.076971 0.013 -0.390 -0.002 0.010
C 0.632342 -0.646194 -0.006644 -0.194 0.262 0.305 -0.069
N -0.076290 0.209181 -0.761486 0.075 0.415 0.790 -0.185
H -0.186318 1.863569 -1.516886 0.120 -0.040 -0.031 0.093
H 0.174597 -1.235025 1.933813 -0.184 -0.351 -0.149 0.151
H 1.533575 -1.203264 -0.232873 -0.014 0.519 0.052 0.145
```
Forces are in eV/Å.

Maximum force = 0.028 Eh/bohr
Total charge = 0
Energy relative to the best compared isomer or geometry (same formula, charge and spin) = 110.35 kcal/mol
Gap between HOMO and LUMO = 9.308 eV
E_tot = -8635.709 eV
Spin multiplicity = 1

***

The following is a DFT calculation (ωB97M-V/def2-TZVPD) of C6H8BrN3O2S in the gas phase in a non-equilibrium geometry.

Geometry as XYZ:
```
21
Properties=species:S:1:pos:R:3:forces:R:3:lowdin_spin:R:1
C 2.247681 1.847277 -0.079337 0.476 4.028 0.111 0.153
C 2.527870 0.633499 0.031058 1.106 -1.923 0.199 0.694
C -0.740601 -0.599592 -2.023532 -0.612 -0.023 -0.367 0.056
C -0.322145 -1.348682 1.185199 0.300 -2.937 -1.316 0.022
C 0.922207 2.557208 -0.159577 0.764 -0.971 1.395 0.090
C -0.629578 0.163787 -0.744637 1.095 0.627 -0.314 0.488
N -1.508837 -1.707408 -1.899360 -0.506 -2.538 -2.915 0.026
N -0.940233 -1.711774 2.356688 0.705 0.222 -1.881 0.009
N -0.935507 -0.311216 0.537071 -0.479 1.687 -0.976 0.111
O -0.304706 -0.206687 -3.096072 0.236 -0.094 0.784 0.087
O 0.508327 -2.092368 0.637362 -0.911 1.664 0.784 0.023
S -0.404798 1.868039 -1.059013 -0.863 -0.084 -0.609 0.123
Br 0.594676 2.637851 1.917622 -0.404 0.676 -0.831 0.003
H 3.029758 2.655785 0.143375 -0.563 -1.153 -0.583 0.049
H 2.317992 -0.369402 0.229174 -0.396 -1.197 -0.175 0.053
H 1.123386 3.535663 -0.604289 -0.646 0.119 0.590 0.003
H -2.118240 -1.825011 -1.142332 -0.514 -0.086 1.280 0.000
H -1.755111 -2.367725 -2.732121 1.039 2.206 1.979 0.000
H -1.229666 -0.976088 2.927227 -0.637 0.545 1.501 0.000
H -0.721339 -2.647450 2.602823 0.207 -0.279 0.984 0.000
H -1.661138 0.264294 0.972671 0.604 -0.490 0.361 0.008
```
Forces are in eV/Å.

Maximum force = 0.079 Eh/bohr
Total charge = 0
Gap between HOMO and LUMO (spin up / spin down) = 7.971 / 8.101 eV
E_tot = -95790.536 eV
Spin multiplicity = 3